Entry 1:
ORCA calculation (ωB97M-V with the def2-TZVPD basis set) on an isolated molecule of C12H18N2O2.

Last column: Löwdin charge in e.
Atoms and positions in Å:
C 2.458 0.613 -1.475  -0.025
C 2.344 0.718 0.048  -0.552
C 3.084 1.970 0.523  -0.047
C 2.946 -0.522 0.707  -0.064
C 2.222 -1.803 0.330  -0.389
O 2.814 -2.857 0.212  0.086
C 0.780 -1.665 0.174  -0.132
C 0.019 -2.826 -0.057  -0.202
N -0.667 -3.729 -0.246  0.163
C 0.117 -0.457 0.256  -0.178
N -1.219 -0.430 0.149  0.077
C -2.134 0.672 0.300  -0.174
C -3.287 0.561 -0.701  -0.154
C -4.239 -0.586 -0.365  -0.274
O -4.760 -0.367 0.928  -0.063
C 0.867 0.820 0.459  -0.066
H 3.501 0.518 -1.767  0.092
H 1.923 -0.257 -1.849  0.090
H 2.050 1.502 -1.952  0.088
H 3.037 2.062 1.606  0.085
H 2.648 2.864 0.083  0.086
H 4.130 1.922 0.231  0.088
H 2.888 -0.428 1.796  0.140
H 3.998 -0.636 0.441  0.134
H -1.661 -1.337 0.062  0.116
H -2.557 0.674 1.312  0.127
H -1.609 1.615 0.143  0.112
H -2.897 0.419 -1.709  0.121
H -3.855 1.492 -0.670  0.118
H -5.047 -0.608 -1.110  0.120
H -3.715 -1.552 -0.411  0.113
H -5.377 -1.073 1.145  0.093
H 0.802 1.091 1.519  0.147
H 0.396 1.623 -0.112  0.122

Results
Gap between HOMO and LUMO (eV): 9.0439
Maximum force (Eh/bohr): 0.010
Charge: 0
M (g/mol): 222.29
LUMO level (eV): 0.47
HOMO energy (eV): -8.576
Relative energy (zero: lowest compared OMol25 entry of this formula, charge and spin) (kcal per mole): 14.09
Energy (Ha): -728.054068

=====

Entry 2:
ORCA calculation (ωB97M-V with the def2-TZVPD basis set) on a structure of composition C24H32AsNOPtSTe at a distorted geometry.

Last column: Löwdin charge in e.
Atoms and positions in Å:
Pt -0.030 0.183 0.642  0.599
S -2.097 1.236 1.772  0.535
C -2.771 -0.182 1.047  -0.794
C -4.113 -0.582 1.015  -0.089
C -4.439 -1.757 0.378  -0.070
C -3.443 -2.530 -0.229  -0.070
C -2.145 -2.076 -0.177  -0.140
N -1.826 -0.937 0.446  -0.185
H -4.861 0.038 1.485  0.105
H -5.471 -2.083 0.345  0.108
H -3.673 -3.458 -0.729  0.101
H -1.324 -2.616 -0.632  0.087
C 3.931 1.180 2.179  -0.037
C 2.409 1.079 2.292  -0.747
C 1.820 2.426 2.721  -0.050
C 2.037 0.004 3.320  -0.077
O 1.954 0.731 0.995  -0.517
H 4.389 1.403 3.145  0.086
H 4.206 1.967 1.475  0.079
H 4.339 0.237 1.810  0.075
H 2.064 2.647 3.761  0.082
H 0.731 2.411 2.626  0.055
H 2.217 3.234 2.103  0.069
H 2.261 0.345 4.333  0.082
H 2.582 -0.921 3.137  0.050
H 0.966 -0.222 3.274  0.058
C 1.214 3.410 -0.754  -0.277
As 0.066 1.893 -1.098  0.967
C -1.612 2.759 -1.541  -0.298
C 0.678 1.364 -2.864  -0.284
H 1.203 4.064 -1.626  0.032
H 2.220 3.047 -0.554  0.025
H 0.848 3.947 0.120  0.030
H -1.453 3.493 -2.332  0.030
H -2.008 3.239 -0.648  0.009
H -2.331 2.008 -1.869  0.029
H 0.697 2.236 -3.519  0.031
H 0.005 0.612 -3.272  0.031
H 1.678 0.947 -2.790  -0.001
Te 1.749 -2.182 0.265  1.441
C 1.615 -4.261 -0.166  -0.531
C 1.513 -4.728 -1.474  -0.141
C 1.467 -6.090 -1.730  -0.089
C 1.510 -6.996 -0.679  -0.092
C 1.598 -6.537 0.625  -0.091
C 1.655 -5.173 0.882  -0.151
C 3.647 -1.922 -0.612  -0.507
C 4.727 -2.657 -0.137  -0.133
C 5.983 -2.483 -0.699  -0.085
C 6.169 -1.565 -1.722  -0.089
C 5.094 -0.826 -2.189  -0.082
C 3.833 -1.010 -1.639  -0.132
H 1.476 -4.024 -2.296  0.096
H 1.395 -6.444 -2.750  0.102
H 1.476 -8.058 -0.879  0.102
H 1.631 -7.241 1.447  0.103
H 1.728 -4.820 1.903  0.090
H 4.591 -3.364 0.672  0.099
H 6.820 -3.060 -0.328  0.103
H 7.151 -1.428 -2.154  0.102
H 5.233 -0.109 -2.988  0.103
H 2.991 -0.443 -2.008  0.065

Results
Gap between HOMO and LUMO (alpha / beta) (eV): 6.3178 / 6.2670
Maximum force (Eh/bohr): 0.029
Charge: 0
M (g/mol): 780.19
LUMO level (alpha / beta) (eV): -0.40 / -0.46
HOMO energy (alpha / beta) (eV): -6.719 / -6.729
Relative energy (zero: lowest compared OMol25 entry of this formula, charge and spin) (kcal per mole): 46.39
Energy (Ha): -4084.954023

=====

Entry 3:
ORCA calculation (ωB97M-V with the def2-TZVPD basis set) on a cluster of 2 separate species, C5H12N2 in total at a distorted geometry.

Last column: Löwdin charge in e.
Atoms and positions in Å:
N -0.093 -1.042 2.241  0.015
C 1.119 -1.343 1.588  -0.235
C 1.256 -1.641 0.308  -0.235
N 2.535 -1.986 -0.274  0.001
H -0.048 -1.158 3.239  0.066
H -0.897 -1.511 1.851  0.077
H 2.002 -1.323 2.211  0.107
H 0.456 -1.688 -0.415  0.089
H 3.249 -1.422 0.181  0.065
H 2.549 -1.643 -1.230  0.059
C -2.074 2.692 -0.572  -0.020
C -1.420 2.007 -1.499  -0.244
C -0.781 0.670 -1.247  -0.129
H -2.576 3.631 -0.771  0.047
H -2.132 2.298 0.436  0.054
H -1.373 2.396 -2.513  0.089
H 0.254 0.702 -1.595  0.070
H -0.707 0.484 -0.178  0.050
H -1.320 -0.122 -1.762  0.075

Results
Gap between HOMO and LUMO (eV): 8.5408
Maximum force (Eh/bohr): 0.021
Charge: 0
M (g/mol): 100.16
LUMO level (eV): 1.06
HOMO energy (eV): -7.482
Relative energy (zero: lowest compared OMol25 entry of this formula, charge and spin) (kcal per mole): 42.82
Energy (Ha): -307.161100

=====

Entry 4:
ORCA calculation (ωB97M-V with the def2-TZVPD basis set) on an isolated molecule of C5H5F7NO5PS at a distorted geometry.

Last column: Löwdin charge in e.
Atoms and positions in Å:
C 3.330 -0.689 0.526  -0.243
P 2.933 1.056 -0.052  0.924
O 1.999 1.787 1.123  -0.294
O 2.028 0.783 -1.495  -0.202
C 0.697 1.078 -1.412  -0.612
O 0.266 1.844 -2.157  0.237
N -0.157 0.355 -0.429  0.002
C -1.197 1.223 0.124  -0.485
F -2.225 1.353 -0.757  0.131
F -0.760 2.475 0.328  0.152
C -1.721 0.721 1.543  -0.277
F -3.052 0.519 1.528  0.105
F -1.515 1.714 2.456  0.081
S -0.768 -0.998 -1.314  0.765
O 0.316 -1.931 -1.397  -0.242
O -1.179 -0.697 -2.644  -0.198
C -2.145 -1.891 -0.449  -0.672
F -3.318 -1.309 -0.585  0.181
F -2.245 -3.052 -1.084  0.168
F -1.873 -2.190 0.819  0.158
H 3.095 -1.378 -0.315  0.042
H 4.420 -0.754 0.687  0.035
H 2.732 -1.004 1.402  0.040
H 1.490 1.134 1.636  0.046
H -1.153 -0.148 1.920  0.159

Results
Gap between HOMO and LUMO (eV): 9.0063
Maximum force (Eh/bohr): 0.086
Charge: 0
M (g/mol): 355.12
LUMO level (eV): -0.46
HOMO energy (eV): -9.469
Energy (Ha): -2063.039723

=====

Entry 5:
ORCA calculation (ωB97M-V with the def2-TZVPD basis set) on a structure of composition C56H29Cl9N4OSeSr at a distorted geometry.

Last column: Löwdin charge in e.
Atoms and positions in Å:
Sr -0.440 -0.291 0.278  1.265
Cl 2.131 8.470 -2.997  0.599
C 1.674 6.843 -2.524  -0.673
C 2.182 5.768 -3.235  -0.113
C 1.819 4.485 -2.854  -0.025
C 0.953 4.270 -1.783  -0.190
C 0.463 5.371 -1.090  -0.021
C 0.821 6.663 -1.453  -0.101
C 0.555 2.889 -1.390  -0.047
C -0.784 2.589 -1.490  -0.236
C -1.831 3.471 -1.998  -0.014
C -2.992 2.785 -1.959  -0.014
C -2.681 1.447 -1.441  -0.252
C -3.626 0.378 -1.325  -0.100
C -5.056 0.753 -1.483  -0.207
C -5.662 1.667 -0.619  -0.026
C -6.987 2.046 -0.771  -0.112
C -7.729 1.493 -1.799  -0.681
Cl -9.408 1.959 -1.998  0.595
C -7.170 0.581 -2.677  -0.116
C -5.838 0.227 -2.515  -0.039
C -3.315 -0.992 -1.170  -0.258
N -2.085 -1.519 -1.098  -0.027
C -2.186 -2.901 -1.120  -0.254
C -1.120 -3.767 -1.191  -0.070
C -1.396 -5.212 -1.385  -0.182
C -0.867 -6.164 -0.512  -0.020
C -1.124 -7.515 -0.679  -0.109
C -1.911 -7.923 -1.743  -0.678
Cl -2.237 -9.631 -1.964  0.601
C -2.438 -7.012 -2.638  -0.114
C -2.173 -5.661 -2.453  -0.030
C 0.284 -3.406 -1.077  -0.278
C 1.423 -4.173 -1.400  -0.056
C 2.534 -3.418 -1.000  -0.047
C 2.017 -2.228 -0.459  -0.247
N 0.677 -2.236 -0.520  -0.049
C 2.726 -1.143 0.357  -0.191
C 2.705 0.268 -0.208  -0.259
C 3.670 1.293 -0.282  -0.092
C 3.003 2.424 -0.758  -0.048
C 1.656 2.048 -0.949  -0.258
N 1.515 0.740 -0.613  -0.025
C 4.073 -1.702 0.747  -0.196
C 5.217 -1.369 0.030  -0.025
C 6.439 -1.962 0.319  -0.099
C 6.511 -2.892 1.337  -0.667
Cl 8.053 -3.629 1.721  0.611
C 5.383 -3.269 2.045  -0.089
C 4.168 -2.685 1.729  -0.026
C -3.610 -3.243 -1.116  -0.024
C -4.302 -2.088 -1.134  -0.020
N -1.383 1.379 -1.166  -0.033
H 2.848 5.935 -4.071  0.096
H 2.211 3.631 -3.392  0.124
H -0.194 5.211 -0.245  0.117
H 0.446 7.514 -0.901  0.101
H -1.686 4.477 -2.361  0.101
H -3.963 3.127 -2.283  0.098
H -5.072 2.087 0.187  0.126
H -7.445 2.756 -0.094  0.098
H -7.764 0.167 -3.480  0.096
H -5.381 -0.472 -3.204  0.120
H -0.247 -5.828 0.309  0.123
H -0.721 -8.247 0.008  0.099
H -3.037 -7.352 -3.472  0.097
H -2.562 -4.935 -3.155  0.121
H 1.439 -5.147 -1.868  0.089
H 3.573 -3.697 -1.090  0.091
H 4.707 1.251 0.010  0.077
H 3.435 3.400 -0.916  0.094
H 5.147 -0.661 -0.782  0.110
H 7.325 -1.703 -0.245  0.101
H 5.453 -4.023 2.817  0.104
H 3.276 -3.023 2.238  0.129
H -4.021 -4.241 -1.082  0.099
H -5.375 -1.973 -1.131  0.095
Cl 2.047 -1.806 7.371  0.645
C 1.969 -1.539 5.666  -0.705
C 0.931 -2.088 4.918  -0.693
Cl -0.302 -3.002 5.703  0.672
C 0.898 -1.913 3.545  -0.594
Cl -0.425 -2.547 2.622  0.753
C 1.901 -1.183 2.879  -0.418
O 1.760 -1.055 1.566  -0.156
C 2.896 -0.579 3.651  -0.585
Cl 4.016 0.468 2.891  0.836
C 2.938 -0.778 5.028  -0.684
Cl 4.207 -0.061 5.952  0.667
Se -0.467 1.306 3.032  0.508
C -0.098 3.149 2.719  -0.707
C -1.093 4.128 2.798  -0.159
C -0.785 5.480 2.738  -0.133
C 0.531 5.900 2.590  -0.147
C 1.528 4.938 2.462  -0.116
C 1.218 3.589 2.518  -0.146
H -2.120 3.812 2.937  0.083
H -1.582 6.212 2.817  0.087
H 0.774 6.956 2.550  0.083
H 2.559 5.239 2.308  0.094
H 2.001 2.847 2.419  0.074

Results
Gap between HOMO and LUMO (eV): 5.0247
Maximum force (Eh/bohr): 0.035
Charge: -2
M (g/mol): 1259.53
LUMO level (eV): 3.56
HOMO energy (eV): -1.465
Relative energy (zero: lowest compared OMol25 entry of this formula, charge and spin) (kcal per mole): 6.55
Energy (Ha): -9019.787233

=====

Entry 6:
ORCA calculation (ωB97M-V with the def2-TZVPD basis set) on an isolated molecule of C4H10N2 at a distorted geometry.

Last column: Löwdin charge in e.
Atoms and positions in Å:
H -0.035 -3.869 -0.956  0.026
N -0.296 -2.902 -0.798  0.063
C 0.734 -2.225 -0.481  -0.352
N 0.702 -0.872 -0.318  -0.039
C -0.497 -0.025 -0.341  -0.201
C -0.046 1.423 -0.223  -0.252
C -0.446 2.075 1.133  -0.101
H 1.711 -2.704 -0.390  0.115
H 1.449 -0.607 0.309  0.118
H -0.982 -0.300 -1.269  0.113
H -1.085 -0.283 0.546  0.114
H -0.510 1.982 -1.041  0.097
H 1.005 1.643 -0.420  0.101
H 0.045 3.018 1.360  0.064
H -0.268 1.225 1.789  0.066
H -1.481 2.422 1.099  0.070

Results
Gap between HOMO and LUMO (eV): 9.8766
Maximum force (Eh/bohr): 0.043
Charge: 0
M (g/mol): 86.14
LUMO level (eV): 0.98
HOMO energy (eV): -8.897
Relative energy (zero: lowest compared OMol25 entry of this formula, charge and spin) (kcal per mole): 21.73
Energy (Ha): -267.890693